1.
Entry from the Open Molecules 2025 dataset: a structure of composition C23H23I2IrN6O3S in a non-equilibrium geometry (ωB97M-V with the def2-TZVPD basis set).

```
59
Properties=species:S:1:pos:R:3
Ir 0.076 -0.470 0.463
C -1.699 -0.204 -3.706
C -1.726 0.066 -2.213
N -1.100 -0.848 -1.388
N -0.969 -2.045 -1.925
C -0.281 -2.962 -1.298
N -0.234 -4.188 -1.848
S 0.584 -2.764 0.211
C -2.305 1.177 -1.767
C -3.212 2.144 -1.747
C -3.119 3.545 -1.471
C -2.209 4.261 -0.683
C -1.151 3.783 0.044
N -0.658 2.479 -0.162
H -0.688 -0.468 -4.017
H -2.048 0.665 -4.258
H -2.343 -1.055 -3.922
H -0.624 -4.331 -2.764
H 0.406 -4.867 -1.478
H -4.234 1.815 -1.951
H -3.975 4.116 -1.809
H -2.436 5.312 -0.544
H -0.694 4.390 0.825
I 4.024 6.050 0.928
C 3.430 4.112 0.379
C 4.281 3.046 0.625
C 3.882 1.767 0.274
I 5.138 0.123 0.599
C 2.637 1.572 -0.301
O 2.207 0.271 -0.600
C 1.783 2.636 -0.567
C 0.415 2.376 -1.160
N -0.341 1.769 1.033
C -1.510 1.689 1.938
C -2.386 0.513 1.628
C -3.749 0.612 1.438
C -4.484 -0.545 1.217
C -3.831 -1.768 1.233
C -2.462 -1.789 1.416
N -1.750 -0.669 1.590
C 2.194 3.917 -0.217
H 5.248 3.208 1.080
H 0.374 1.386 -1.607
H 0.190 3.101 -1.939
H 0.397 2.266 1.536
H -2.092 2.611 1.913
H -1.109 1.557 2.944
H -4.225 1.583 1.451
H -5.549 -0.493 1.036
H -4.366 -2.696 1.087
H -1.902 -2.714 1.425
H 1.544 4.758 -0.422
C 3.481 0.280 -3.924
O 3.186 0.640 -2.560
C 2.403 -0.182 -1.889
O 1.935 -1.211 -2.260
H 4.425 -0.259 -3.959
H 3.561 1.214 -4.470
H 2.689 -0.345 -4.326
```

Results
**2S+1**: 2
**Lowest unoccupied orbital energy (spin up / spin down)**: -4.96 / -4.86 eV
**Net charge**: +1
**E**: -2541.966760 Eh
**Molar mass**: 909.6 g mol⁻¹
**HOMO (spin up / spin down)**: -8.44 / -8.32 eV
**Energy above the lowest of the compared OMol25 structures with the same formula, charge and spin**: 176.50 kcal/mol

Results of the Mulliken charge analysis, in e, for atoms 1 through 8: Ir 2.0474; C -1.6197; C -0.0519; N 0.8867; N -1.2878; C 0.6007; N -0.4069; S -0.5048


2.
Entry from the Open Molecules 2025 dataset: a structure of composition C23H23IrN2O2S2 (ωB97M-V with the def2-TZVPD basis set).

```
53
Properties=species:S:1:pos:R:3
Ir 0.109 -0.210 0.891
C 2.919 -0.020 0.685
N 1.907 -0.828 -0.038
C 2.056 -0.558 -1.481
C 2.120 -2.269 0.257
C 1.598 -2.565 1.633
C 2.070 -3.624 2.396
C 1.513 -3.878 3.642
C 0.493 -3.065 4.114
C 0.033 -1.997 3.353
C 0.577 -1.716 2.098
H 3.918 -0.240 0.300
H 2.887 -0.256 1.748
H 2.709 1.039 0.524
H 3.070 -0.816 -1.803
H 1.883 0.502 -1.663
H 1.335 -1.141 -2.044
H 3.179 -2.525 0.140
H 1.558 -2.818 -0.501
H 2.869 -4.254 2.021
H 1.875 -4.704 4.241
H 0.055 -3.261 5.085
H -0.764 -1.373 3.742
C -1.272 -1.479 0.034
C -1.086 -1.640 -1.436
C -0.644 -2.850 -1.973
C -0.413 -2.987 -3.336
C -0.628 -1.913 -4.188
C -1.098 -0.711 -3.671
C -1.332 -0.581 -2.313
H -1.211 -2.448 0.532
H -2.255 -1.052 0.245
H -0.485 -3.693 -1.310
H -0.067 -3.934 -3.732
H -0.440 -2.014 -5.249
H -1.276 0.133 -4.326
H -1.682 0.365 -1.920
O 1.257 3.332 -0.949
S -0.118 2.958 -1.122
O -0.581 2.637 -2.439
N -0.478 1.736 -0.063
C -1.325 2.113 0.871
S -1.617 0.963 2.070
C -1.814 3.502 0.742
C -2.726 4.188 1.522
C -3.013 5.504 1.181
C -2.402 6.112 0.089
C -1.484 5.421 -0.696
C -1.210 4.118 -0.343
H -3.196 3.706 2.369
H -3.724 6.066 1.772
H -2.644 7.138 -0.154
H -1.007 5.887 -1.547
```

Results
**Lowest unoccupied orbital energy**: -0.64 eV
**E**: -2050.946809 Eh
**Molar mass**: 615.8 g mol⁻¹
**HOMO**: -7.88 eV
**Energy above the lowest of the compared OMol25 structures with the same formula, charge and spin**: 1.31 kcal/mol

Results of the Mulliken charge analysis, in e, for atoms 1 through 8: Ir 0.9893; C -1.0881; N -0.1624; C -0.8607; C -1.1408; C 1.1834; C -0.7086; C -0.6262


3.
Entry from the Open Molecules 2025 dataset: a structure of composition C23H23N4O6Se3TeTi (ωB97M-V with the def2-TZVPD basis set).

```
61
Properties=species:S:1:pos:R:3
Ti 0.461 1.051 0.805
C 1.496 4.351 -1.518
O 2.922 4.200 -1.534
C 3.520 3.005 -1.297
C 4.841 2.904 -1.722
C 5.584 1.752 -1.524
C 5.012 0.665 -0.889
C 3.693 0.735 -0.442
C 3.145 -0.417 0.259
N 2.003 -0.441 0.830
N 1.676 -1.623 1.487
C 0.501 -1.483 2.021
O -0.214 -0.406 1.925
C -0.106 -2.612 2.769
C 0.549 -3.837 2.877
C -0.036 -4.873 3.586
C -1.274 -4.692 4.191
C -1.923 -3.470 4.088
C -1.342 -2.429 3.380
C 2.940 1.904 -0.642
O 1.675 1.963 -0.227
H 1.321 5.322 -1.976
H 1.102 4.339 -0.505
H 1.005 3.574 -2.101
H 5.270 3.765 -2.218
H 6.609 1.706 -1.867
H 5.583 -0.240 -0.723
H 3.770 -1.303 0.339
H 1.513 -3.958 2.403
H 0.477 -5.823 3.668
H -1.727 -5.502 4.750
H -2.882 -3.323 4.570
H -1.820 -1.460 3.312
Se 2.004 1.839 2.843
Se 0.987 0.888 4.673
Te -1.372 1.916 4.352
Se -1.130 2.727 2.027
C -3.533 -0.498 0.453
C -3.016 -1.276 -0.749
C -2.300 -0.410 -1.817
C -1.804 -1.293 -2.968
C -1.045 -0.513 -4.033
C -3.291 0.614 -2.341
O -4.233 0.305 -3.042
N -3.058 1.917 -1.997
C -1.993 2.432 -1.231
O -1.934 3.622 -1.033
N -1.063 1.527 -0.796
C -1.134 0.244 -1.125
O -0.184 -0.462 -0.713
H -4.046 -1.174 1.139
H -4.249 0.273 0.159
H -2.730 -0.011 1.012
H -3.835 -1.788 -1.259
H -2.295 -2.029 -0.426
H -2.677 -1.784 -3.401
H -1.163 -2.063 -2.535
H -1.677 0.246 -4.498
H -0.697 -1.178 -4.824
H -0.168 -0.017 -3.611
H -3.714 2.606 -2.335
```

Results
**Lowest unoccupied orbital energy**: 1.96 eV
**Net charge**: -1
**E**: -9882.857997 Eh
**Molar mass**: 863.8 g mol⁻¹
**HOMO**: -3.85 eV
**Energy above the lowest of the compared OMol25 structures with the same formula, charge and spin**: 0.00 kcal/mol

Results of the Mulliken charge analysis, in e, for atoms 1 through 8: Ti -0.6750; C -0.6050; O -0.5467; C -0.2120; C -0.6431; C -0.7298; C -0.9539; C 1.0435


4.
Entry from the Open Molecules 2025 dataset: a structure of composition C23H24Br2ClN2O5SbSc (ωB97M-V with the def2-TZVPD basis set).

```
59
Properties=species:S:1:pos:R:3
Sc -1.000 0.812 -0.216
Br 3.063 -2.124 0.962
C 1.961 -1.202 2.190
C 2.284 -1.247 3.557
C 1.522 -0.584 4.473
Br 2.002 -0.679 6.307
C 0.394 0.170 4.067
C -0.446 0.911 4.927
C -1.498 1.607 4.407
C -1.728 1.579 3.021
N -0.970 0.902 2.191
C 0.085 0.198 2.692
C 0.872 -0.501 1.711
O 0.514 -0.431 0.463
H 3.147 -1.811 3.879
H -0.240 0.922 5.989
H -2.152 2.189 5.041
H -2.547 2.133 2.582
O 2.092 7.223 -1.284
C 2.108 6.681 -0.166
O 2.590 7.048 0.921
C 1.402 5.297 -0.113
C 1.375 4.565 1.067
C 0.738 3.342 1.097
N 0.136 2.809 0.026
C 0.172 3.511 -1.123
C 0.782 4.745 -1.228
C -0.487 2.839 -2.314
O -0.602 3.413 -3.371
O -0.879 1.614 -2.061
H 1.858 4.978 1.942
H 0.706 2.760 2.009
H 0.785 5.277 -2.169
C -1.389 -4.282 -3.783
C -1.363 -2.757 -3.782
Sb -0.548 -1.819 -2.001
C -0.364 -3.560 -0.747
C -1.630 -3.774 0.083
C 1.494 -1.685 -2.652
C 2.125 -2.997 -3.103
H -1.829 -4.666 -4.708
H -1.979 -4.675 -2.953
H -0.386 -4.703 -3.697
H -2.370 -2.357 -3.907
H -0.769 -2.374 -4.615
H 0.493 -3.360 -0.101
H -0.129 -4.437 -1.350
H -1.852 -2.893 0.689
H -1.530 -4.628 0.757
H -2.500 -3.957 -0.553
H 2.029 -1.259 -1.802
H 1.507 -0.939 -3.449
H 2.124 -3.735 -2.298
H 3.163 -2.845 -3.411
H 1.592 -3.429 -3.953
Cl -3.348 2.087 0.125
C -3.173 0.258 -0.078
H -3.740 0.019 -0.975
H -3.666 -0.180 0.790
```

Results
**Lowest unoccupied orbital energy**: 1.28 eV
**Net charge**: -1
**E**: -7986.012940 Eh
**Molar mass**: 770.4 g mol⁻¹
**HOMO**: -5.34 eV
**Energy above the lowest of the compared OMol25 structures with the same formula, charge and spin**: 5.27 kcal/mol

Results of the Mulliken charge analysis, in e, for atoms 1 through 8: Sc 0.0463; Br -0.1875; C -0.1449; C -0.4506; C -0.0981; Br -0.2546; C 0.9477; C -0.8008


5.
Entry from the Open Molecules 2025 dataset: a structure of composition C23H24Cl5N3O3Pd in a non-equilibrium geometry (ωB97M-V with the def2-TZVPD basis set).

```
59
Properties=species:S:1:pos:R:3
Pd -0.736 0.430 0.645
O 1.731 0.075 0.822
C 2.316 0.070 2.124
C 1.249 -0.269 3.131
C 1.602 -0.526 4.451
C 0.612 -0.817 5.367
C -0.713 -0.847 4.942
C -0.980 -0.576 3.621
N -0.017 -0.292 2.721
H 2.316 0.550 0.217
H 2.756 1.042 2.361
H 3.107 -0.682 2.167
H 2.643 -0.499 4.742
H 0.863 -1.021 6.398
H -1.520 -1.080 5.621
H -2.000 -0.593 3.251
Cl 1.291 1.281 -2.440
C 0.647 2.421 -1.343
C -0.164 2.099 -0.277
C -0.673 3.042 0.577
Cl -1.641 2.352 1.869
C -0.426 4.395 0.416
Cl -1.103 5.504 1.512
C 0.384 4.768 -0.659
Cl 0.723 6.415 -0.912
C 0.914 3.794 -1.522
Cl 1.897 4.278 -2.824
C -5.061 -5.047 2.086
C -4.371 -5.656 0.880
N -3.540 -4.666 0.173
C -4.162 -3.923 -0.921
C -4.089 -4.645 -2.255
C -2.259 -4.554 0.540
O -1.702 -5.185 1.422
C -1.388 -3.544 -0.183
C -0.532 -3.917 -1.211
C 0.357 -2.992 -1.726
C 0.390 -1.715 -1.198
N -0.424 -1.374 -0.197
C -1.313 -2.252 0.292
H -5.713 -5.778 2.562
H -5.676 -4.191 1.804
H -4.324 -4.725 2.822
H -5.091 -6.042 0.158
H -3.724 -6.480 1.173
H -3.711 -2.930 -0.989
H -5.202 -3.762 -0.631
H -3.053 -4.797 -2.566
H -4.593 -4.072 -3.033
H -4.566 -5.623 -2.200
H -0.558 -4.931 -1.592
H 1.039 -3.246 -2.524
H 1.085 -0.973 -1.542
H -1.952 -1.929 1.106
C -3.223 1.281 -0.773
O -2.451 0.235 -0.197
H -2.653 2.207 -0.873
H -4.082 1.487 -0.132
H -3.514 0.985 -1.780
```

Results
**Lowest unoccupied orbital energy**: -8.82 eV
**Net charge**: +2
**E**: -3708.979132 Eh
**Molar mass**: 674.1 g mol⁻¹
**HOMO**: -14.08 eV
**Energy above the lowest of the compared OMol25 structures with the same formula, charge and spin**: 85.78 kcal/mol

Results of the Mulliken charge analysis, in e, for atoms 1 through 8: Pd -0.1827; O -0.2423; C -0.5586; C 0.4501; C -0.9151; C -0.2939; C -0.9602; C -0.4297


6.
Entry from the Open Molecules 2025 dataset: a structure of composition C23H24Cl7N3O4Re (ωB97M-V with the def2-TZVPD basis set).

```
62
Properties=species:S:1:pos:R:3
Re 0.553 -0.182 0.524
Cl 7.270 -0.785 3.477
C 5.732 -0.375 2.823
C 5.195 0.894 3.065
C 3.969 1.258 2.551
Cl 3.340 2.837 2.846
C 3.226 0.363 1.783
O 2.059 0.785 1.275
C 3.764 -0.915 1.553
C 3.064 -1.910 0.822
O 1.883 -1.834 0.406
C 5.030 -1.272 2.070
H 5.752 1.605 3.663
H 3.593 -2.840 0.605
H 5.435 -2.258 1.876
Cl -0.287 -0.364 2.885
C -1.231 1.004 2.242
C -0.831 1.311 0.959
C -1.444 2.409 0.372
Cl -0.992 2.927 -1.219
C -2.428 3.123 1.066
Cl -3.164 4.483 0.342
C -2.816 2.734 2.356
Cl -4.029 3.590 3.189
C -2.201 1.643 2.975
Cl -2.605 1.112 4.546
C 2.706 1.786 -4.129
N 1.904 0.865 -3.303
C 1.325 -0.290 -4.005
C 1.738 1.071 -2.024
C 2.392 2.243 -1.375
O 1.001 0.230 -1.372
H 2.698 1.408 -5.145
H 3.735 1.829 -3.780
H 2.278 2.786 -4.128
H 2.124 -0.830 -4.510
H 0.612 0.064 -4.748
H 0.832 -0.947 -3.302
H 3.478 2.128 -1.411
H 2.077 2.347 -0.344
H 2.140 3.154 -1.916
C -2.093 -0.568 -2.215
N -2.839 -1.203 -1.139
C -4.075 -1.929 -1.501
C -5.114 -1.893 -0.387
C -4.419 -1.769 0.970
N -2.996 -2.159 0.920
C -2.427 -2.852 2.075
C -2.236 -1.595 -0.015
O -0.959 -1.492 0.181
H -1.500 -1.295 -2.774
H -1.441 0.202 -1.828
H -2.804 -0.098 -2.889
H -3.799 -2.964 -1.714
H -4.457 -1.492 -2.418
H -5.710 -2.803 -0.442
H -5.792 -1.051 -0.512
H -4.896 -2.383 1.728
H -4.461 -0.733 1.312
H -2.930 -3.809 2.195
H -2.560 -2.269 2.987
H -1.369 -3.031 1.913
```

Results
**2S+1**: 4
**Lowest unoccupied orbital energy (spin up / spin down)**: -6.26 / -7.25 eV
**Net charge**: +2
**E**: -4655.226660 Eh
**Molar mass**: 840.8 g mol⁻¹
**HOMO (spin up / spin down)**: -13.79 / -14.05 eV
**Energy above the lowest of the compared OMol25 structures with the same formula, charge and spin**: 0.87 kcal/mol

Results of the Mulliken charge analysis, in e, for atoms 1 through 8: Re 2.1652; Cl -0.1583; C 0.0782; C -0.4465; C 0.3843; Cl -0.1685; C -0.2132; O -0.0331


7.
Entry from the Open Molecules 2025 dataset: the molecule C23H24FN3O2 (ωB97M-V with the def2-TZVPD basis set).

```
53
Properties=species:S:1:pos:R:3
C -1.525 -2.293 -0.992
H -2.290 -2.525 -1.731
O -2.217 -1.997 0.195
C -1.499 -1.723 1.328
C -0.120 -1.590 1.360
C 0.545 -1.263 2.547
C -0.218 -1.113 3.709
C -1.591 -1.250 3.670
C -2.246 -1.546 2.491
H -3.318 -1.654 2.448
H -2.161 -1.129 4.579
H 0.263 -0.911 4.652
N 1.929 -1.159 2.610
C 2.728 -1.419 1.437
H 3.749 -1.606 1.783
C 2.700 -0.201 0.480
N 2.455 0.989 1.262
C 1.314 1.744 1.236
O 1.080 2.536 2.137
C 0.386 1.571 0.107
C -0.992 1.608 0.266
N -1.551 1.363 -0.941
C -0.583 1.214 -1.902
C 0.635 1.344 -1.267
H 1.598 1.315 -1.738
C -0.886 0.934 -3.290
C -2.134 0.431 -3.674
C -2.412 0.153 -4.998
C -1.434 0.377 -5.949
C -0.188 0.870 -5.605
C 0.078 1.145 -4.280
H 1.042 1.543 -4.004
H 0.552 1.035 -6.372
F -1.702 0.105 -7.245
H -3.373 -0.237 -5.298
H -2.893 0.233 -2.933
H -2.543 1.334 -1.109
C -1.817 1.841 1.475
H -2.546 2.629 1.289
H -2.350 0.934 1.762
H -1.172 2.146 2.293
C 3.180 0.958 2.516
H 3.105 1.939 2.984
C 2.539 -0.121 3.424
H 3.299 -0.565 4.078
H 1.774 0.351 4.039
H 4.228 0.736 2.303
H 1.914 -0.313 -0.263
H 3.662 -0.103 -0.039
H 2.379 -2.322 0.937
H 0.433 -1.728 0.449
H -0.871 -3.163 -0.870
H -0.933 -1.442 -1.345
```

Results
**Lowest unoccupied orbital energy**: 0.61 eV
**SMILES**: COc1cccc(N2CCN(C(=O)c3cc(-c4ccc(F)cc4)[nH]c3C)CC2)c1
**E**: -1305.475683 Eh
**Molar mass**: 393.5 g mol⁻¹
**HOMO**: -7.55 eV
**Energy above the lowest of the compared OMol25 structures with the same formula, charge and spin**: 31.96 kcal/mol

Results of the Mulliken charge analysis, in e, for atoms 1 through 8: C -0.6456; H 0.2317; O -0.4470; C 0.0439; C 0.8608; C 0.1383; C -0.7593; C -0.6264


8.
Entry from the Open Molecules 2025 dataset: the molecule C23H24FNO6 (ωB97M-V with the def2-TZVPD basis set).

```
55
Properties=species:S:1:pos:R:3
C -4.675 -2.239 -1.478
C -5.540 -1.004 -1.246
H -6.570 -1.305 -1.041
O -5.154 -0.281 -0.092
C -4.027 0.465 -0.098
C -3.677 1.035 1.131
C -2.552 1.816 1.248
C -1.721 2.030 0.147
C -2.087 1.491 -1.081
C -3.228 0.725 -1.210
H -3.488 0.343 -2.184
H -1.494 1.705 -1.957
C -0.492 2.809 0.324
C 0.729 2.432 -0.171
C 1.921 3.142 0.200
O 1.975 4.185 0.848
C 3.093 2.328 -0.316
O 4.275 2.576 -0.241
N 2.555 1.232 -0.910
C 3.384 0.254 -1.565
H 2.856 -0.151 -2.431
H 4.287 0.781 -1.887
C 3.793 -0.910 -0.656
O 2.847 -1.950 -0.765
C 3.141 -3.034 0.084
C 2.214 -4.198 -0.250
O 2.506 -5.247 0.643
H 1.869 -5.957 0.511
H 2.382 -4.506 -1.291
H 1.175 -3.864 -0.150
H 3.002 -2.751 1.137
H 4.184 -3.358 -0.047
H 4.783 -1.281 -0.959
H 3.867 -0.561 0.384
C 1.107 1.166 -0.901
C 0.569 -0.053 -0.187
C 0.830 -0.228 1.166
C 0.293 -1.298 1.856
C -0.518 -2.185 1.173
C -0.781 -2.044 -0.176
C -0.226 -0.974 -0.853
H -0.414 -0.859 -1.909
H -1.405 -2.767 -0.679
F -1.062 -3.226 1.837
H 0.489 -1.448 2.906
H 1.459 0.481 1.685
H 0.751 1.160 -1.942
O -0.607 3.892 1.074
H 0.296 4.305 1.184
H -2.290 2.253 2.199
H -4.315 0.846 1.979
H -5.540 -0.353 -2.129
H -5.063 -2.804 -2.321
H -4.691 -2.869 -0.592
H -3.645 -1.958 -1.683
```

Results
**Lowest unoccupied orbital energy**: -0.38 eV
**SMILES**: CCOc1ccc(/C(O)=C2/C(=O)C(=O)N(CCOCCO)[C@H]2c2ccc(F)cc2)cc1
**E**: -1496.902278 Eh
**Molar mass**: 429.4 g mol⁻¹
**HOMO**: -8.73 eV
**Energy above the lowest of the compared OMol25 structures with the same formula, charge and spin**: 3.59 kcal/mol

Results of the Mulliken charge analysis, in e, for atoms 1 through 8: C -0.7857; C -0.4752; H 0.3324; O -0.4727; C 0.8280; C -0.7546; C -0.6885; C 0.0069